This record from OMol25 describes C11H10N2O in the gas phase. The level of theory is wB97M-V/def2-TZVPD.

```
24
Properties=species:S:1:pos:R:3:forces:R:3:nbo_charge:R:1
H -2.54938 2.05900 1.19751 0.66 -1.07 -0.11 0.23
C -2.07711 -0.92390 -1.28598 0.48 -2.53 -3.26 -0.49
C -0.58663 -1.12006 -1.36494 1.83 1.16 0.38 -0.13
C 2.37296 -1.19645 0.66414 1.35 -0.11 -0.05 0.29
N 3.16565 -1.87404 1.18042 -1.15 0.63 -0.49 -0.35
H -2.59042 -1.63533 -2.07345 0.79 1.23 1.73 0.23
C 2.30388 0.96533 -0.61700 -0.70 -0.86 -0.49 0.64
H -0.01454 -1.27764 -2.27975 -0.63 -0.57 -0.08 0.23
C -1.85683 1.18529 1.01251 1.27 4.57 0.19 -0.22
H 3.97271 1.90434 -0.84977 0.46 -0.90 0.63 0.42
C 0.16596 -0.61841 -0.39273 0.95 0.43 -0.68 0.02
H 4.09809 0.29615 0.10306 -0.40 1.74 -0.79 0.43
C -2.39457 -0.11458 1.01838 -2.79 -3.69 -0.60 -0.26
C -2.52481 -1.10466 0.07784 -0.29 1.75 2.20 -0.15
H 0.08700 2.30831 1.20243 -0.67 -0.18 -0.31 0.24
H -2.96681 -0.33065 1.92881 0.43 -0.07 0.10 0.22
C -0.51800 1.41854 1.00822 -1.09 -1.81 -0.37 -0.18
C 0.10938 0.06071 0.86683 2.21 0.48 -1.52 -0.16
O 1.71318 1.70717 -1.35014 -1.11 1.63 -0.96 -0.62
C 1.61765 -0.19658 -0.07266 -3.33 -2.37 2.87 -0.29
H -2.90699 -2.08463 0.36994 -0.13 0.45 0.00 0.22
N 3.58635 1.10656 -0.33178 1.96 -0.52 0.74 -0.82
H -0.05783 -0.58618 1.69547 0.71 -0.45 0.89 0.24
H -2.14889 0.05173 -1.70735 -0.80 1.07 0.00 0.24
```
Forces are in eV/Å.

total charge: 0
energy above the lowest of the compared OMol25 structures with the same formula, charge and spin: 4.099 eV
frontier orbital gap: 9.943 eV
HOMO: -9.24 eV
LUMO: 0.71 eV
structure (SMILES): N#C[C@@]1(C(N)=O)/C2=C/C/C=C\C=C/[C@@H]21

---

This record from OMol25 describes C11H10N2S in the gas phase. The level of theory is wB97M-V/def2-TZVPD.

```
24
Properties=species:S:1:pos:R:3:forces:R:3:nbo_charge:R:1
H -0.78585 0.87172 0.76006 0.09 0.20 -0.09 0.23
C -1.94719 -0.59082 -0.34519 -0.27 1.57 1.52 -0.16
C 3.10204 0.16220 0.75808 0.80 -0.21 -0.02 -0.26
N -4.14026 1.12891 0.34780 0.58 -0.29 0.10 -0.42
C -3.26298 -0.86616 -0.62458 -1.05 -0.82 -1.49 -0.28
C -2.84727 1.42911 0.60053 -0.56 -0.60 0.23 0.03
H -3.43974 -1.67581 -1.33617 -0.33 -0.20 0.58 0.21
C 1.20222 -1.26431 1.15064 0.56 -0.20 -0.46 -0.26
H 2.82872 -1.04107 2.52207 -0.19 0.37 -0.38 0.22
H 0.71410 -2.05357 1.68747 -0.26 0.03 0.44 0.23
C 2.64814 0.44686 -0.53500 0.27 -0.02 0.72 0.18
S -0.70566 -1.75665 -0.68382 -0.19 -0.62 -0.67 0.33
H -2.70865 2.34812 1.12322 0.20 0.64 0.19 0.19
H 4.10853 0.48649 1.06943 -0.65 0.08 -0.13 0.21
H 3.28795 1.01184 -2.36104 0.19 0.55 1.14 0.38
H -5.37090 -0.37367 -0.37637 0.33 0.14 -0.17 0.20
N 3.33716 1.30880 -1.36575 2.07 0.30 -0.98 -0.80
C -4.33742 -0.05149 -0.22787 0.86 0.01 -0.17 0.05
C 0.76590 -0.97181 -0.12682 -0.25 0.32 -0.28 -0.16
C -1.75791 0.60538 0.37564 -0.03 -0.31 -0.33 -0.28
C 2.40032 -0.70765 1.56742 0.27 -0.32 0.72 -0.17
H 1.10122 0.17373 -1.93673 -0.29 -0.22 -0.37 0.22
C 1.46856 -0.12398 -0.97368 -0.22 0.06 0.53 -0.27
H 4.33898 1.50385 -1.06932 -1.94 -0.44 -0.63 0.38
```
Forces are in eV/Å.

total charge: 0
energy above the lowest of the compared OMol25 structures with the same formula, charge and spin: 0.000 eV
frontier orbital gap: 9.288 eV
HOMO: -8.58 eV
LUMO: 0.71 eV
structure (SMILES): Nc1cccc(Sc2ccncc2)c1